Record 1
{"formula": "C22H20N2", "method": "the ωB97M-V functional and the def2-TZVPD basis", "elements": ["C", "C", "H", "N", "C", "H", "C", "H", "C", "H", "H", "C", "H", "H", "H", "C", "C", "N", "H", "H", "C", "C", "H", "H", "C", "C", "C", "C", "C", "H", "C", "H", "H", "H", "H", "C", "H", "C", "H", "C", "H", "C", "C", "C"], "coordinates": [[-3.641, -0.765, -1.346], [0.937, -0.938, 1.012], [1.499, 3.105, -5.077], [0.340, 0.453, -0.594], [1.367, -2.385, 2.999], [-1.167, 2.325, -1.765], [-3.251, 1.152, 0.603], [3.364, -1.893, 0.313], [1.278, 2.601, -4.148], [3.165, 1.494, -4.105], [2.613, 0.321, -2.108], [2.204, 1.681, -3.629], [4.750, -3.432, 1.477], [-0.878, 2.360, 2.018], [0.730, 2.268, 1.163], [1.858, 0.987, -2.471], [3.375, -3.771, 3.154], [1.266, -0.464, -0.150], [-3.822, -1.548, -2.076], [-5.750, -0.259, -1.129], [-0.660, 0.753, 0.516], [3.797, -3.218, 1.924], [-0.621, 3.580, -3.835], [-1.060, -1.051, 1.731], [-0.367, 2.198, 1.043], [2.989, -2.315, 1.244], [-4.537, 0.910, 0.139], [0.090, 2.876, -3.434], [-2.333, -0.481, -0.923], [0.372, -2.085, 3.400], [-0.288, -0.276, 1.592], [1.835, -3.680, 4.634], [-5.402, 1.433, 0.578], [-1.498, -1.025, -1.364], [3.982, -4.527, 3.652], [-4.740, -0.068, -0.802], [-3.178, 1.913, 1.376], [-0.250, 2.166, -2.276], [-0.740, 2.977, 0.371], [0.611, 1.185, -1.779], [-0.043, 0.148, 2.577], [1.750, -1.909, 1.742], [-2.114, 0.492, 0.070], [2.168, -3.290, 3.684]], "forces_ev_per_a": [[-0.187, 0.336, 0.558], [0.216, 1.125, -0.938], [-0.092, 0.198, -0.015], [-0.276, -0.382, 0.614], [-0.855, 0.166, -0.181], [-0.731, 0.314, 0.182], [0.864, 0.291, -0.034], [-0.249, -0.061, 0.125], [-0.301, 0.066, 0.728], [-0.276, 0.038, 0.064], [-0.095, -0.443, 0.497], [-1.453, 0.220, 0.480], [0.260, -0.380, 0.058], [0.445, -0.175, -0.503], [-0.560, 0.184, 0.057], [-0.427, 0.331, 0.130], [-0.231, 0.923, -0.826], [-0.361, -0.434, 0.460], [0.107, 0.158, 0.027], [-0.061, -0.236, -0.187], [-0.206, 1.138, -0.366], [-0.743, 0.074, 0.574], [-0.042, 0.186, -0.022], [0.034, 0.435, 0.036], [-0.485, -0.584, 0.240], [0.471, -0.069, -0.113], [-0.078, -0.055, 0.626], [0.745, -0.947, -0.397], [-0.787, 0.140, 0.178], [0.970, -0.266, -0.131], [0.331, -0.896, 0.023], [-0.100, 0.011, 0.125], [0.608, -0.184, -0.255], [-0.133, 0.206, 0.127], [-0.235, 0.305, 0.036], [0.597, -0.528, -0.801], [0.433, -0.111, -0.081], [0.845, -0.352, -0.393], [0.278, -0.197, -0.007], [1.586, -0.134, 0.001], [-0.233, 0.091, -0.309], [0.447, -0.070, 0.165], [-0.504, 0.257, -0.515], [0.461, -0.688, -0.038]], "total_charge": 0, "smiles": "C[C@]1(c2ccccc2)CC(c2ccccc2)=NN1c1ccccc1", "energy_ha": -959.82205, "homo_lumo_gap_ev": 7.771, "lumo_ev": 0.5}

Record 2
{"formula": "CH3BrClN", "method": "the ωB97M-V functional and the def2-TZVPD basis", "elements": ["H", "Cl", "C", "H", "Br", "N", "H"], "coordinates": [[-0.047, -0.563, -1.415], [1.656, -0.982, 0.657], [0.250, -0.056, 0.784], [0.305, 0.958, 1.354], [-1.622, 1.055, -1.561], [-0.009, 0.328, -0.984], [-0.533, -0.741, 1.164]], "forces_ev_per_a": [[0.168, -1.398, -0.132], [1.452, -0.373, 0.192], [-2.424, 1.981, -2.412], [0.117, -1.966, -1.328], [-0.440, 0.221, 0.423], [1.013, 0.654, 3.632], [0.114, 0.881, -0.375]], "total_charge": 0, "smiles": "ClCNBr", "energy_ha": -3128.77442, "homo_lumo_gap_ev": 9.777, "lumo_ev": 0.5}